Record 1
The following is a quantum chemistry calculation of a 10-piece molecular cluster, C50H83I3N4O21PS overall, from the OMol25 dataset.

As for the molecular weight: 1520.0 g mol⁻¹. The calculation puts the total energy at -146573.306 eV. As for the total charge: +1. Its frontier orbital gap is 0.251 Eh. The calculation puts the HOMO energy at -11.07 eV. As for the largest force on an atom: 0.085 Eh/bohr.

Geometry (Å):
C  6.7663  1.0795  -0.1219
C  6.3144  1.3328  1.3765
C  4.7600  1.1462  1.6211
O  3.9800  1.5764  0.4900
N  2.6558  1.6052  0.8905
C  1.8001  2.0240  -0.2069
N  1.6519  3.4089  -0.4274
C  0.5202  4.1234  0.1767
C  -0.1249  3.5578  1.4969
C  -1.2113  2.4046  1.2173
C  -2.1383  2.3328  2.5285
N  -3.4012  3.0989  2.3269
C  2.8310  4.1509  -0.7456
I  3.3314  4.2186  -2.8818
C  3.7063  4.8405  0.0808
C  4.9576  5.5810  -0.5363
I  3.3944  4.9244  2.2099
N  1.2283  1.1104  -0.9874
C  1.5880  -0.3095  -0.5644
C  0.9502  -1.4612  -1.4170
C  -0.3485  -2.0777  -0.6878
I  2.4275  -3.1085  -1.3856
P  0.2215  1.4606  -2.3774
O  1.1127  0.9126  -3.7060
O  -0.0624  3.0677  -2.7119
S  -1.5520  0.6321  -2.2769
H  6.8827  2.0746  -0.6378
H  6.1153  0.3675  -0.6912
H  7.8040  0.6357  -0.0805
H  6.8299  0.6130  2.0644
H  6.5878  2.3744  1.7020
H  4.5119  1.7322  2.5605
H  4.6014  0.0618  1.8946
H  2.4856  2.1766  1.7264
H  0.8671  5.1742  0.4133
H  -0.3447  4.2691  -0.5445
H  0.5982  3.2646  2.3048
H  -0.7304  4.4131  1.9347
H  -0.6522  1.4292  1.1800
H  -1.8083  2.6414  0.3002
H  -1.6066  2.7044  3.4393
H  -2.3634  1.2431  2.7262
H  -3.1030  4.0700  2.1811
H  -3.7945  2.7862  1.4347
H  5.5844  4.8555  -1.1365
H  4.5603  6.3557  -1.2472
H  5.6260  6.0227  0.2473
H  1.2595  -0.4616  0.5057
H  2.7102  -0.3858  -0.6664
H  0.7790  -1.2688  -2.5016
H  -1.0780  -2.2811  -1.5306
H  -0.7566  -1.3280  0.0334
H  -0.1386  -3.0785  -0.2341
H  0.7953  1.4403  -4.4639
H  -0.9186  3.2923  -2.3052
O  -1.2344  -3.0656  1.8712
C  -2.1384  -2.7427  2.5949
O  -3.4413  -3.0168  2.3385
C  -4.2671  -2.3988  3.3400
C  -3.3579  -2.1891  4.5306
C  -2.0120  -1.9503  3.8712
H  -4.6533  -1.4569  2.9405
H  -5.1058  -3.0511  3.5769
H  -3.6805  -1.3759  5.1803
H  -3.3159  -3.1023  5.1305
H  -1.8603  -0.8977  3.6228
H  -1.1911  -2.3215  4.4818
O  6.3635  2.7120  4.4004
C  7.0431  2.0145  5.1079
O  7.3812  0.7385  4.8017
C  8.1016  0.1545  5.9020
C  8.6578  1.3273  6.6776
C  7.5989  2.3927  6.4571
H  7.4057  -0.4444  6.4952
H  8.8885  -0.4955  5.5209
H  8.8418  1.1003  7.7243
H  9.6025  1.6515  6.2327
H  6.7999  2.3335  7.1997
H  8.0291  3.3924  6.4360
O  -6.0114  -3.5986  -4.5983
C  -5.0198  -3.9890  -4.0441
O  -5.0234  -4.9310  -3.0676
C  -3.6948  -5.0855  -2.5458
C  -2.7773  -4.5751  -3.6363
C  -3.6172  -3.4900  -4.2840
H  -3.6123  -4.5010  -1.6246
H  -3.5130  -6.1350  -2.3143
H  -1.8160  -4.2229  -3.2606
H  -2.5840  -5.3703  -4.3610
H  -3.4930  -2.5254  -3.7855
H  -3.4099  -3.4002  -5.3495
O  -1.9668  -1.4390  -7.0414
C  -2.8779  -1.8114  -7.7339
O  -3.1405  -3.1172  -7.9913
C  -4.2241  -3.2122  -8.9345
C  -4.9642  -1.8999  -8.8172
C  -3.8537  -0.9280  -8.4682
H  -3.8064  -3.3663  -9.9330
H  -4.8557  -4.0639  -8.6821
H  -5.5125  -1.6351  -9.7196
H  -5.6784  -1.9498  -7.9909
H  -3.3675  -0.5256  -9.3605
H  -4.2096  -0.1215  -7.8283
O  -0.1783  0.8549  5.2944
C  0.7083  1.6105  5.5751
O  1.7556  1.8815  4.7511
C  2.6905  2.7310  5.4329
C  1.8906  3.4106  6.5237
C  0.8616  2.3518  6.8759
H  3.4947  2.1079  5.8331
H  3.1238  3.4453  4.7302
H  2.4991  3.7290  7.3700
H  1.3884  4.2943  6.1194
H  1.2334  1.6605  7.6350
H  -0.0831  2.7925  7.1887
O  -7.3419  -3.1907  5.0813
C  -7.3946  -4.3338  4.7152
O  -7.3155  -5.4032  5.5469
C  -7.3012  -6.6130  4.7748
C  -7.9281  -6.2448  3.4476
C  -7.5102  -4.7953  3.2838
H  -6.2649  -6.9456  4.6677
H  -7.8668  -7.3854  5.2955
H  -7.6112  -6.8899  2.6280
H  -9.0171  -6.3063  3.5222
H  -6.5344  -4.7047  2.8007
H  -8.2598  -4.2176  2.7462
O  10.9639  -1.5094  8.5815
C  11.4525  -0.4717  8.9279
O  10.8567  0.7375  8.7467
C  11.7498  1.7792  9.1708
C  12.7117  1.1119  10.1307
C  12.8035  -0.2965  9.5712
H  12.2556  2.1845  8.2898
H  11.1807  2.5767  9.6489
H  13.6727  1.6215  10.2002
H  12.2742  1.0809  11.1321
H  13.5757  -0.3811  8.8037
H  12.9610  -1.0338  10.3559
O  -7.0251  0.0937  -6.9206
C  -6.6739  0.1994  -5.7802
O  -5.5643  0.8859  -5.3987
C  -5.3632  0.7217  -3.9907
C  -6.7191  0.3458  -3.4330
C  -7.3349  -0.4286  -4.5833
H  -4.6176  -0.0642  -3.8362
H  -4.9882  1.6526  -3.5637
H  -6.6601  -0.2203  -2.5027
H  -7.3061  1.2484  -3.2402
H  -7.0690  -1.4872  -4.5475
H  -8.4156  -0.3044  -4.6206
O  -5.2047  -1.8854  -12.0963
C  -5.0323  -0.8455  -12.6696
O  -4.4141  -0.7420  -13.8730
C  -4.2745  0.6424  -14.2232
C  -5.3337  1.3649  -13.4187
C  -5.4155  0.5207  -12.1603
H  -3.2624  0.9665  -13.9649
H  -4.4201  0.7642  -15.2964
H  -5.0932  2.4117  -13.2320
H  -6.2899  1.3286  -13.9474
H  -4.6883  0.8365  -11.4088
H  -6.4204  0.5146  -11.7421

***

Record 2
The following is a quantum chemistry calculation of a 10-piece molecular cluster, C50H83N7O9 overall, from the OMol25 dataset.

As for the molecular weight: 926.3 g mol⁻¹. The calculation puts the total energy at -82042.873 eV. The value obtained for the energy above the lowest of the compared OMol25 structures with the same formula, charge and spin is 0.000 eV. Its frontier orbital gap is 0.289 Eh. The calculation puts the HOMO energy at -8.67 eV. As for the largest force on an atom: 0.063 Eh/bohr.

Geometry (Å):
C  -3.4671  -29.2070  -0.1091
C  -4.9568  -29.4186  -0.1770
C  -5.5686  -30.8143  -0.0889
O  -5.2215  -31.4439  -1.3114
C  -5.7404  -32.7801  -1.3628
N  -5.6089  -28.5236  0.7271
H  -2.9644  -29.8238  0.6358
H  -3.2527  -28.1456  0.0159
H  -2.8512  -29.3810  -0.9914
H  -5.2293  -29.0738  -1.1744
H  -6.6535  -30.7332  -0.1570
H  -5.0474  -31.3518  0.7033
H  -6.8174  -32.7387  -1.2006
H  -5.4048  -33.4602  -0.5799
H  -5.4634  -33.2073  -2.3266
H  -5.2229  -27.6308  0.4547
H  -6.6067  -28.3916  0.6435
C  1.9157  -28.6647  0.2671
C  0.4196  -28.5794  0.4796
C  -0.0474  -28.6051  1.9836
O  0.5159  -29.7461  2.6330
C  -0.0584  -30.2236  3.8179
N  -0.0841  -27.3338  -0.0302
H  2.5638  -27.8311  0.5377
H  1.9729  -28.6766  -0.8213
H  2.3742  -29.5668  0.6721
H  -0.1117  -29.3316  -0.1036
H  -1.1296  -28.6638  2.0999
H  0.2800  -27.6827  2.4633
H  0.4693  -30.9750  4.4053
H  -1.0072  -30.6589  3.5043
H  -0.1771  -29.3488  4.4572
H  0.3823  -26.5412  0.3872
H  0.1667  -27.3006  -1.0080
C  -7.2675  -30.3925  -3.7332
C  -8.4142  -30.1560  -4.7291
C  -8.0862  -29.1173  -5.8020
O  -9.1786  -28.9505  -6.6884
C  -8.8427  -28.2831  -7.9004
N  -8.7073  -31.4508  -5.3403
H  -7.2472  -29.5300  -3.0671
H  -6.2695  -30.5678  -4.1349
H  -7.4581  -31.2047  -3.0317
H  -9.2630  -29.8474  -4.1189
H  -7.0902  -29.3066  -6.2023
H  -7.9500  -28.1913  -5.2435
H  -8.0076  -28.7455  -8.4266
H  -8.5161  -27.2680  -7.6746
H  -9.7077  -28.2388  -8.5622
H  -9.3377  -31.2902  -6.1129
H  -7.8333  -31.6718  -5.7957
C  3.3331  -24.1426  0.6265
C  1.9647  -23.9221  -0.0748
C  2.0345  -24.1560  -1.6503
O  0.9009  -23.7067  -2.3511
C  0.9193  -23.6990  -3.7946
N  0.9659  -24.7646  0.5360
H  3.5432  -25.2120  0.6462
H  3.3750  -23.7795  1.6534
H  4.1465  -23.6077  0.1363
H  1.6589  -22.8870  0.0780
H  2.4218  -25.1547  -1.8518
H  2.8506  -23.5444  -2.0351
H  -0.0289  -23.4554  -4.2739
H  1.1466  -24.6845  -4.2011
H  1.6238  -22.9615  -4.1791
H  0.0648  -24.6061  0.1081
H  0.8654  -24.4843  1.5011
C  -5.1593  -25.2990  -8.5436
C  -6.1487  -25.0225  -9.6876
C  -6.0751  -26.0282  -10.8975
O  -6.5853  -27.2792  -10.4079
C  -6.8232  -28.1750  -11.5135
N  -7.5245  -24.9089  -9.2387
H  -5.5504  -26.2426  -8.1632
H  -5.2126  -24.4380  -7.8772
H  -4.1030  -25.3994  -8.7933
H  -5.8013  -24.0837  -10.1191
H  -5.0095  -26.1120  -11.1111
H  -6.6484  -25.6671  -11.7513
H  -5.8520  -28.5314  -11.8568
H  -7.3983  -27.8181  -12.3680
H  -7.3885  -29.0407  -11.1685
H  -7.6822  -25.9054  -9.1909
H  -7.9886  -24.7103  -10.1135
C  -7.6278  -20.7954  -1.4410
C  -7.9162  -21.8516  -2.3007
C  -6.8940  -22.5541  -2.9058
C  -5.5281  -22.2103  -2.5991
C  -5.2427  -21.0807  -1.8098
C  -6.2941  -20.3827  -1.2445
H  -8.4792  -20.3065  -0.9909
H  -8.9312  -22.1015  -2.5722
H  -7.1396  -23.3889  -3.5455
H  -4.6936  -22.8086  -2.9337
H  -4.2384  -20.8173  -1.5125
H  -6.1547  -19.5445  -0.5778
C  -3.0495  -25.2567  -4.1701
C  -2.9987  -26.4041  -3.3050
C  -4.1552  -27.1038  -3.0160
C  -5.3409  -26.7215  -3.5348
C  -5.3763  -25.6477  -4.3963
C  -4.2846  -24.8317  -4.6728
H  -2.1235  -24.7428  -4.3820
H  -2.0530  -26.6984  -2.8746
H  -4.1598  -27.9403  -2.3328
H  -6.1922  -27.3338  -3.2764
H  -6.3670  -25.4294  -4.7667
H  -4.4823  -23.9695  -5.2923
C  -8.3646  -26.2937  0.1911
C  -8.1707  -25.7849  -1.0595
C  -8.5490  -26.5289  -2.2045
C  -9.0720  -27.8607  -1.9940
C  -9.3758  -28.2343  -0.6661
C  -8.9618  -27.5040  0.4294
H  -8.1353  -25.7006  1.0641
H  -7.9254  -24.7350  -1.1216
H  -8.5039  -26.1047  -3.1966
H  -9.4232  -28.3716  -2.8784
H  -9.8616  -29.1956  -0.5867
H  -9.1570  -27.9082  1.4118
C  -0.0942  -25.1850  -8.4052
C  0.4532  -24.9992  -9.6585
C  0.1126  -23.8535  -10.3985
C  -0.8854  -22.9404  -9.9759
C  -1.3736  -23.0953  -8.6474
C  -1.0361  -24.2739  -7.8911
N  -1.1846  -21.7085  -10.7721
O  -2.1119  -21.0142  -10.4864
O  -0.3722  -21.4017  -11.6060
H  0.1237  -26.0849  -7.8492
H  1.2852  -25.6074  -9.9815
H  0.4939  -23.6995  -11.3971
H  -2.0801  -22.3548  -8.3024
H  -1.4562  -24.3553  -6.8995
C  -1.8782  -31.7814  -2.8105
C  -2.5311  -31.0622  -3.8288
C  -2.0349  -29.8887  -4.4096
C  -0.7619  -29.4645  -3.9110
C  -0.1241  -30.1516  -2.8727
C  -0.6771  -31.3022  -2.3863
N  -0.1877  -28.1268  -4.3765
O  0.6541  -27.5581  -3.6234
O  -0.5990  -27.6304  -5.4258
H  -2.3391  -32.6253  -2.3187
H  -3.4840  -31.4814  -4.1163
H  -2.5294  -29.3019  -5.1696
H  0.7174  -29.7666  -2.3160
H  -0.1228  -31.8367  -1.6291

***

Record 3
The following is a quantum chemistry calculation of a 10-piece molecular cluster, C50H88F6N16O6S2 overall, from the OMol25 dataset.

As for the molecular weight: 1187.5 g mol⁻¹. The calculation puts the total energy at -127330.385 eV. As for the total charge: +5. Its frontier orbital gap (spin up / spin down) is 0.106 / 0.265 Eh. As for the spin multiplicity: 2. The calculation puts the HOMO energy (spin up / spin down) at -11.94 / -16.28 eV. As for the largest force on an atom: 0.119 Eh/bohr.

Geometry (Å):
C  1.6726  -2.8761  -4.3522
C  0.9325  -3.3509  -3.0552
N  1.7795  -4.3906  -2.4605
C  2.0623  -4.4716  -1.0970
C  2.8243  -5.6242  -0.9062
N  2.8606  -6.2327  -2.2169
C  2.2188  -5.5111  -3.1331
C  3.5564  -7.4819  -2.4832
H  2.5261  -2.2269  -4.1566
H  0.9890  -2.4754  -5.1008
H  2.1374  -3.6850  -4.9159
H  -0.0178  -3.7943  -3.3527
H  0.6804  -2.5842  -2.3226
H  1.6857  -3.7208  -0.4182
H  3.3391  -6.1162  -0.0942
H  1.9238  -5.7272  -4.1493
H  3.7868  -7.4381  -3.5476
H  2.8743  -8.3156  -2.3169
H  4.4989  -7.6474  -1.9612
C  4.1439  7.1572  -1.2256
C  3.8148  5.8943  -1.9254
N  2.3492  5.7642  -2.0147
C  1.4452  6.7103  -2.3405
C  0.1356  6.2119  -2.3669
N  0.2858  4.8750  -2.1186
C  1.6116  4.6146  -1.9963
C  -0.8008  4.0110  -1.7522
H  3.5245  7.3449  -0.3486
H  4.1517  8.0283  -1.8809
H  5.1995  7.1632  -0.9540
H  4.2243  5.0578  -1.3591
H  4.2705  5.8205  -2.9128
H  1.7934  7.7325  -2.3277
H  -0.8532  6.6421  -2.4268
H  2.0824  3.6544  -1.8454
H  -1.3520  3.5598  -2.5772
H  -1.4963  4.5444  -1.1041
H  -0.4647  3.1373  -1.1939
C  3.4092  -0.4167  3.3708
C  3.2394  -0.4243  4.9500
N  2.3952  0.6369  5.4018
C  1.3040  1.2010  4.8448
C  0.9300  2.3126  5.6268
N  1.7595  2.3433  6.7151
C  2.6395  1.3447  6.5292
C  1.6866  3.3550  7.8106
H  2.5410  -0.7370  2.7947
H  4.2302  -1.0800  3.0987
H  3.8926  0.5215  3.0985
H  4.2483  -0.3332  5.3524
H  2.6509  -1.3155  5.1682
H  0.9163  0.8014  3.9194
H  0.1107  3.0158  5.6019
H  3.4378  1.1932  7.2406
H  1.2235  2.9058  8.6892
H  1.1233  4.2419  7.5202
H  2.7149  3.6482  8.0223
C  -2.2776  2.3775  3.0022
C  -2.6270  2.9030  4.3844
N  -3.8491  3.7905  4.1998
C  -3.9236  5.0083  3.6028
C  -5.1430  5.5392  3.6955
N  -5.9402  4.6490  4.3433
C  -5.1309  3.5106  4.6337
C  -7.3198  4.9244  4.7205
H  -1.4271  1.7059  3.1189
H  -1.8807  3.2066  2.4166
H  -3.2110  2.0241  2.5639
H  -1.8795  3.4779  4.9310
H  -3.0022  2.1021  5.0215
H  -3.0115  5.3319  3.1235
H  -5.5376  6.5126  3.4440
H  -5.5279  2.7067  5.2357
H  -7.9722  4.8486  3.8506
H  -7.5311  5.9622  4.9783
H  -7.6450  4.2703  5.5296
C  8.6353  -1.5645  -6.0577
C  7.8682  -0.2718  -5.8357
N  6.7466  -0.5441  -4.9861
C  5.4769  -0.0613  -5.1537
C  4.7706  -0.3302  -3.9712
N  5.5893  -0.9730  -3.0834
C  6.8671  -1.0356  -3.6884
C  5.2839  -1.4490  -1.7942
H  8.1584  -2.0467  -6.9110
H  8.6609  -2.2272  -5.1927
H  9.6564  -1.3832  -6.3932
H  7.4632  0.1603  -6.7508
H  8.5286  0.4532  -5.3598
H  5.2323  0.4787  -6.0564
H  3.7526  -0.1038  -3.6903
H  7.7860  -1.4011  -3.2543
H  5.5698  -2.4937  -1.6716
H  4.1951  -1.4916  -1.8241
H  5.6640  -0.7483  -1.0508
C  -1.5242  0.0749  -3.1819
C  -2.7296  -0.3190  -2.2997
N  -3.4938  0.8560  -1.9826
C  -4.1037  1.6973  -2.8607
C  -4.5212  2.8479  -2.2266
N  -4.1278  2.7659  -0.9063
C  -3.4561  1.5422  -0.7956
C  -4.3437  3.7616  0.1837
H  -1.7476  0.5796  -4.1218
H  -0.8999  -0.7922  -3.3973
H  -0.7523  0.6612  -2.6834
H  -2.4408  -0.7697  -1.3502
H  -3.4761  -0.9654  -2.7612
H  -4.2775  1.4395  -3.8950
H  -5.0331  3.7406  -2.5544
H  -3.0135  1.2037  0.1296
H  -4.8330  4.6228  -0.2711
H  -3.3220  3.9219  0.5280
H  -5.0031  3.3000  0.9187
C  -0.1258  -2.9842  3.2911
C  -1.5211  -2.3802  3.6241
N  -2.6270  -3.3970  3.6162
C  -2.8489  -4.4581  4.4739
C  -3.9876  -5.1192  4.0870
N  -4.4987  -4.5466  2.9686
C  -3.6380  -3.5273  2.6489
C  -5.6342  -4.9422  2.2652
H  0.1700  -3.9295  3.7461
H  0.5769  -2.1794  3.5065
H  -0.0592  -3.2084  2.2265
H  -1.8396  -1.5935  2.9401
H  -1.5587  -1.9392  4.6201
H  -2.3161  -4.5455  5.4093
H  -4.4655  -5.9405  4.6002
H  -3.7511  -2.8930  1.7821
H  -6.0608  -4.1551  1.6435
H  -6.4468  -5.1531  2.9604
H  -5.5753  -5.9482  1.8498
C  -2.0203  -3.9225  -0.7648
C  -3.3942  -4.6266  -1.0662
N  -3.7065  -4.6834  -2.4891
C  -4.3664  -3.7444  -3.2243
C  -4.5171  -4.2469  -4.5062
N  -3.6358  -5.3397  -4.6301
C  -3.2545  -5.7031  -3.3719
C  -3.2896  -6.0972  -5.8594
H  -1.8408  -3.7502  0.2965
H  -1.9019  -2.9043  -1.1353
H  -1.1921  -4.5242  -1.1392
H  -4.1568  -4.0187  -0.5794
H  -3.6268  -5.4983  -0.4545
H  -4.6009  -2.7787  -2.8015
H  -4.9457  -3.8307  -5.4060
H  -2.6441  -6.5590  -3.1246
H  -2.4126  -5.6072  -6.2824
H  -4.0597  -6.2021  -6.6236
H  -3.0380  -7.0927  -5.4936
C  1.8926  0.1686  -0.4941
F  2.9708  -0.4714  -0.0105
F  2.0226  1.5064  -0.4630
F  1.7968  -0.1412  -1.7614
S  0.2766  -0.4254  0.4172
O  -0.7504  0.4077  -0.1948
O  0.1292  -1.8136  0.0033
O  0.3461  -0.2344  1.8743
C  2.2618  4.6145  1.8556
F  3.0746  4.5124  2.8832
F  2.8642  5.4010  0.9977
F  2.1128  3.4403  1.3282
S  0.4843  5.2728  2.5043
O  0.8458  6.6285  2.9016
O  -0.4358  5.2322  1.2994
O  0.1010  4.4165  3.6679

***

Q: molecular weight of number 1 (C50H83I3N4O21PS)?
A: 1520.0 g mol⁻¹

***

Q: The lowest molecular weight belongs to which entry?
A: C50H83N7O9

***

Q: Among the records above, which one has the highest molecular weight?
A: C50H83I3N4O21PS

***

Q: Which value of largest force on an atom does entry 2 give?
A: 0.063 Eh/bohr